Entry 1:
Entry from OMol25: one molecule with the formula C5H10O2 (ωB97M-V/def2-TZVPD).

Summary:
gap between HOMO and LUMO: 10.745 eV
HOMO: -9.734 eV
energy: -346.9765 hartree
largest force on an atom: 0.00738 Eh/bohr
SMILES string: OC[C@H]1CCCO1
energy above the lowest of the compared OMol25 structures with the same formula, charge and spin: 1.3326 eV
LUMO level: 1.0 eV

Last column: natural (NBO) charge in e.
Geometry (Å):
H 0.2238 -0.6237 -1.4970  0.168
H 1.8176 -1.9711 -0.1924  0.180
O 2.7726 -0.3075 -0.8349  -0.713
H -1.1610 -1.8137 0.1338  0.221
H -2.4614 0.4083 1.0913  0.218
C -0.7748 -0.8333 0.4260  -0.426
C -1.7838 0.3016 0.2383  -0.430
H -2.3923 0.1409 -0.6589  0.206
C 0.3940 -0.3731 -0.4376  0.069
H -1.2378 2.2160 -0.7022  0.178
H 2.6026 0.6459 -0.8173  0.476
H 1.9300 -0.6867 1.0335  0.157
H -0.4585 -0.8834 1.4752  0.204
O 0.4171 1.0472 -0.2940  -0.553
H -0.7790 2.0918 1.0052  0.174
C -0.8738 1.5283 0.0698  -0.064
C 1.7648 -0.8875 -0.0389  -0.067

Cartesian forces (eV/Å) of the 2 atoms listed first:
H -0.028 0.023 0.103
H -0.029 0.138 0.021


Entry 2:
Entry from OMol25: a 2-piece molecular cluster, C5H11NO2 overall (ωB97M-V/def2-TZVPD).

Summary:
gap between HOMO and LUMO (spin up / spin down): 7.067 / 7.142 eV
HOMO (spin up / spin down): -6.691 / -6.730 eV
energy: -402.2044 hartree
largest force on an atom: 0.01071 Eh/bohr
energy above the lowest of the compared OMol25 structures with the same formula, charge and spin: 4.7270 eV
LUMO level (spin up / spin down): 0.4 / 0.4 eV

Last column: natural (NBO) charge in e.
Geometry (Å):
H 0.3662 1.4668 -2.3079  0.185
H -1.4719 -0.2116 -1.3902  0.246
O 0.3047 1.5603 -0.1655  -0.682
C 0.5878 0.5514 0.9397  -0.092
N -0.7807 -0.7087 2.5124  -0.811
H -0.3292 -1.4892 -1.8054  0.226
H 1.1356 1.1561 1.6701  0.219
H -0.6329 1.8318 -0.0430  0.505
C 0.5048 0.4859 -1.8714  -0.027
O -1.8118 0.7647 1.1329  -0.656
H 0.8766 -1.5453 0.3583  0.189
H -1.6545 -0.9862 2.9295  0.403
H 1.5122 0.1166 -1.9320  0.224
C -0.7895 0.2114 1.5251  0.666
H 2.4137 -0.5329 0.4261  0.198
C -0.6272 -0.4678 -2.0333  -0.697
H -0.9984 -0.4142 -3.0668  0.223
C 1.3331 -0.5662 0.4083  -0.733
H 0.0613 -1.2228 2.7131  0.413

Cartesian forces (eV/Å) of the 2 atoms listed first:
H -0.013 -0.007 0.004
H 0.046 0.016 -0.020


Entry 3:
Entry from OMol25: an isolated ion of composition C6H12NS and charge +1 at a distorted geometry (ωB97M-V/def2-TZVPD).

Summary:
gap between HOMO and LUMO: 7.686 eV
HOMO: -11.355 eV
energy: -688.3555 hartree
charge: +1
largest force on an atom: 0.10449 Eh/bohr
SMILES string: C/C(=C\S)C[C@H]1C[NH2+]1
energy above the lowest of the compared OMol25 structures with the same formula, charge and spin: 4.1473 eV
LUMO level: -3.7 eV

Last column: natural (NBO) charge in e.
Geometry (Å):
H 0.3723 0.6805 -1.2944  0.231
H 1.9979 -0.6904 -1.4860  0.228
H 3.2944 1.0688 -0.0261  0.471
H -1.5660 1.4704 1.6025  0.207
H -2.4691 2.0557 0.2136  0.243
C 0.2358 0.7419 -0.2073  -0.478
H -1.1769 -1.3410 -1.4070  0.199
H 0.0682 1.7532 0.0740  0.246
C 1.3265 0.0658 0.4123  -0.039
H 2.2581 -1.8292 -0.4324  0.244
H 1.0127 -0.3271 1.4023  0.251
N 2.7617 0.1697 0.2723  -0.508
C -1.3275 0.2107 -0.0326  0.050
H -2.4870 -3.0652 -0.3877  0.145
C -1.9183 -0.8162 -0.7401  -0.359
H 3.2169 -0.2578 1.0807  0.453
H -3.2182 0.8074 1.0633  0.258
C -2.2080 1.1198 0.7472  -0.686
C 2.1033 -0.8180 -0.5230  -0.201
S -3.1676 -1.9126 -0.1127  0.045

Cartesian forces (eV/Å) of the 2 atoms listed first:
H -0.048 0.626 0.110
H -0.554 1.820 -4.843